1.
148
Properties=species:S:1:pos:R:3:lowdin_spin:R:1 method="wB97M-V/def2-TZVPD" total_charge=+1 homo_energy_ev="-10.75 / -10.75" e_tot_ha=-5093.54897 gap_ev="7.669 / 6.293" lumo_ev="-3.1 / -4.5" spin_multiplicity=3 s_squared=2.006
Ni 31.759 30.807 -12.025 1.7442
C 29.041 30.795 -12.689 0.0113
O 29.880 29.669 -12.985 0.0260
O 29.887 31.633 -12.018 0.1369
C 28.397 31.425 -13.934 0.0005
F 29.219 31.500 -15.005 -0.0001
F 27.307 30.707 -14.283 0.0007
F 27.946 32.664 -13.663 0.0010
C 29.235 28.523 -13.551 0.0030
C 30.356 27.484 -13.630 0.0003
H 29.927 26.537 -13.957 0.0001
H 31.120 27.798 -14.342 -0.0001
H 30.775 27.404 -12.630 -0.0001
H 28.804 28.697 -14.540 0.0003
H 28.442 28.071 -12.948 0.0003
H 28.229 30.491 -12.014 0.0016
N 23.833 30.928 -17.697 0.0000
C 23.963 31.659 -18.813 0.0000
C 25.153 32.193 -19.262 0.0000
C 26.261 32.042 -18.438 0.0000
C 26.141 31.324 -17.261 0.0000
C 24.897 30.809 -16.889 0.0000
H 23.074 31.868 -19.398 0.0000
H 25.228 32.701 -20.213 0.0000
H 27.228 32.468 -18.672 0.0000
H 26.918 31.210 -16.517 0.0000
H 24.720 30.332 -15.934 0.0000
N 23.744 31.198 -13.325 0.0000
C 22.842 31.256 -12.342 0.0000
C 22.616 32.409 -11.602 0.0000
C 23.249 33.566 -12.042 0.0000
C 24.200 33.528 -13.046 0.0000
C 24.411 32.300 -13.670 0.0000
H 22.265 30.370 -12.106 0.0000
H 21.830 32.446 -10.861 0.0000
H 23.015 34.491 -11.529 0.0000
H 24.743 34.416 -13.336 0.0000
H 25.127 32.149 -14.468 0.0000
N 30.578 35.748 -12.506 0.0000
C 29.310 35.328 -12.610 0.0001
C 28.343 35.969 -13.378 0.0000
C 28.700 37.138 -14.053 0.0000
C 29.987 37.639 -13.892 0.0000
C 30.866 36.905 -13.097 0.0000
H 29.166 34.320 -12.234 0.0002
H 27.366 35.553 -13.582 0.0000
H 27.976 37.714 -14.614 0.0000
H 30.191 38.618 -14.301 0.0000
H 31.847 37.325 -12.907 0.0000
N 27.921 32.021 -8.699 0.0000
C 27.269 32.210 -9.848 0.0005
C 25.939 31.819 -10.030 0.0001
C 25.263 31.147 -9.023 0.0000
C 25.990 30.855 -7.880 0.0000
C 27.271 31.327 -7.746 0.0000
H 27.806 32.721 -10.637 0.0005
H 25.420 31.954 -10.971 0.0000
H 24.236 30.825 -9.127 0.0000
H 25.540 30.260 -7.095 0.0000
H 27.854 31.061 -6.872 0.0000
N 29.369 28.784 -19.444 0.0000
C 29.244 29.336 -18.242 0.0000
C 30.080 28.908 -17.196 0.0000
C 30.985 27.890 -17.391 0.0000
C 31.154 27.339 -18.656 0.0000
C 30.301 27.830 -19.622 0.0000
H 28.496 30.094 -18.056 0.0000
H 29.936 29.214 -16.166 0.0000
H 31.589 27.617 -16.533 0.0000
H 31.896 26.588 -18.885 0.0000
H 30.304 27.394 -20.614 0.0000
N 32.266 31.710 -13.939 0.0214
C 32.235 33.046 -14.137 0.0033
C 32.266 33.566 -15.415 0.0006
C 32.433 32.783 -16.528 0.0007
C 32.423 31.403 -16.321 0.0009
C 32.350 30.911 -15.015 0.0047
H 32.111 33.720 -13.300 0.0005
H 32.153 34.641 -15.478 0.0001
H 32.496 33.232 -17.509 0.0001
H 32.431 30.746 -17.178 0.0001
H 32.443 29.849 -14.832 0.0010
N 25.537 27.649 -9.934 0.0000
C 26.664 28.327 -10.232 0.0001
C 27.769 28.330 -9.398 0.0000
C 27.773 27.620 -8.217 0.0000
C 26.571 27.058 -7.824 0.0000
C 25.484 27.090 -8.723 0.0000
H 26.687 28.847 -11.182 0.0001
H 28.613 28.957 -9.669 0.0000
H 28.575 27.525 -7.498 0.0000
H 26.502 26.491 -6.906 0.0000
H 24.569 26.571 -8.468 0.0000
N 24.963 27.586 -15.341 0.0000
C 25.537 27.615 -14.132 0.0000
C 25.778 26.513 -13.345 0.0000
C 25.264 25.293 -13.775 0.0000
C 24.645 25.229 -15.001 0.0000
C 24.543 26.392 -15.782 0.0000
H 25.774 28.601 -13.747 0.0000
H 26.325 26.647 -12.422 0.0000
H 25.292 24.430 -13.122 0.0000
H 24.339 24.294 -15.452 0.0000
H 24.039 26.340 -16.738 0.0000
N 31.369 29.784 -10.243 0.0282
C 31.739 28.521 -9.949 0.0060
C 31.724 27.938 -8.706 0.0016
C 31.110 28.649 -7.676 -0.0011
C 30.645 29.926 -7.940 0.0008
C 30.794 30.434 -9.210 0.0019
H 32.122 27.962 -10.795 0.0014
H 32.081 26.930 -8.554 0.0002
H 31.040 28.291 -6.657 0.0000
H 30.090 30.502 -7.216 0.0001
H 30.338 31.400 -9.397 0.0003
N 29.704 34.225 -18.588 0.0000
C 29.258 35.410 -19.006 0.0000
C 28.302 36.187 -18.360 0.0000
C 27.758 35.670 -17.195 0.0000
C 28.242 34.463 -16.689 0.0000
C 29.160 33.760 -17.441 0.0000
H 29.625 35.773 -19.960 0.0000
H 27.829 37.037 -18.832 0.0000
H 27.036 36.265 -16.651 0.0000
H 27.748 34.058 -15.817 0.0000
H 29.631 32.843 -17.110 0.0000
N 28.374 23.065 -15.988 0.0000
C 28.336 24.202 -15.271 0.0000
C 28.244 25.469 -15.863 0.0000
C 28.193 25.546 -17.242 0.0000
C 28.290 24.395 -18.005 0.0000
C 28.398 23.187 -17.332 0.0000
H 28.310 24.072 -14.196 0.0000
H 28.215 26.350 -15.236 0.0000
H 28.065 26.504 -17.732 0.0000
H 28.339 24.363 -19.084 0.0000
H 28.478 22.236 -17.841 0.0000
N 32.820 24.109 -11.163 0.0000
C 31.919 23.388 -10.481 0.0000
C 30.689 22.933 -10.944 0.0000
C 30.405 23.296 -12.267 0.0000
C 31.290 24.063 -13.001 0.0000
C 32.479 24.460 -12.412 0.0000
H 32.186 23.230 -9.441 0.0000
H 29.965 22.347 -10.400 0.0000
H 29.441 23.025 -12.681 0.0000
H 30.950 24.370 -13.980 0.0000
H 33.217 25.066 -12.924 0.0000

2.
130
Properties=species:S:1:pos:R:3:lowdin_spin:R:1 method="wB97M-V/def2-TZVPD" total_charge=+1 homo_energy_ev="-12.38 / -12.38" e_tot_ha=-3816.99825 gap_ev="9.625 / 2.153" de_lowest_ev=1.3379 lumo_ev="-2.8 / -10.2" spin_multiplicity=2 s_squared=0.756
C 6.518 -2.506 -17.576 0.0000
C 7.034 -1.976 -16.226 0.0002
C 8.527 -1.630 -16.070 0.0001
O 8.564 -0.379 -15.465 0.0000
C 7.340 0.103 -15.365 0.0000
O 7.049 1.258 -15.099 0.0001
O 6.407 -0.779 -15.829 0.0002
H 6.701 -3.558 -17.793 0.0000
H 6.849 -1.946 -18.451 0.0000
H 5.437 -2.378 -17.611 0.0000
H 6.604 -2.679 -15.513 0.0001
H 8.968 -1.556 -17.064 0.0000
H 9.136 -2.347 -15.520 0.0000
C 7.177 -6.348 -17.016 0.0133
C 6.769 -5.571 -15.714 0.0063
C 6.174 -6.389 -14.669 0.0071
O 6.964 -6.216 -13.508 0.0103
C 8.143 -5.597 -13.840 0.0004
O 9.011 -5.192 -13.059 0.0023
O 8.078 -5.243 -15.165 0.0099
H 7.886 -5.760 -17.598 0.0004
H 6.232 -6.518 -17.532 0.0021
H 7.664 -7.290 -16.762 0.0008
H 6.246 -4.652 -15.978 0.0018
H 6.003 -7.464 -14.716 0.0031
H 5.156 -6.067 -14.449 0.0025
C 6.337 -9.787 -16.978 0.1313
C 4.866 -9.708 -17.541 0.1566
C 3.749 -10.069 -16.534 0.0415
O 3.052 -8.892 -16.366 0.0520
C 3.600 -7.924 -17.201 -0.0010
O 3.121 -6.753 -17.368 0.0896
O 4.599 -8.384 -17.903 0.2894
H 6.569 -10.750 -16.524 0.0038
H 6.260 -9.063 -16.167 0.0097
H 7.051 -9.470 -17.738 0.0015
H 4.768 -10.226 -18.495 0.0674
H 4.220 -10.418 -15.615 0.0186
H 3.204 -10.882 -17.015 0.0246
C -0.924 -4.100 -24.584 0.0000
C 0.070 -5.041 -23.983 0.0000
C 0.230 -6.357 -24.756 0.0000
O 1.567 -6.399 -25.127 0.0000
C 2.236 -5.366 -24.684 0.0000
O 3.455 -5.230 -24.766 0.0000
O 1.350 -4.442 -24.183 0.0000
H -0.562 -3.116 -24.286 0.0000
H -1.922 -4.268 -24.179 0.0000
H -0.874 -4.190 -25.669 0.0000
H -0.001 -5.264 -22.918 0.0000
H -0.366 -6.311 -25.667 0.0000
H -0.167 -7.201 -24.192 0.0000
C 7.816 -10.234 -22.631 0.0000
C 8.498 -8.919 -23.020 0.0000
C 8.510 -7.822 -21.960 0.0000
O 9.871 -7.649 -21.683 0.0000
C 10.613 -8.570 -22.291 0.0000
O 11.858 -8.700 -22.192 0.0000
O 9.809 -9.311 -23.058 0.0000
H 6.750 -10.048 -22.769 0.0000
H 8.084 -10.488 -21.605 0.0000
H 8.056 -11.056 -23.305 0.0000
H 8.299 -8.506 -24.009 0.0000
H 7.886 -7.928 -21.072 0.0000
H 8.084 -6.957 -22.469 0.0000
C 2.164 -1.932 -21.858 0.0000
C 1.465 -0.679 -22.277 0.0000
C 1.272 -0.544 -23.801 0.0000
O -0.082 -0.137 -23.772 0.0000
C -0.668 -0.292 -22.539 0.0000
O -1.827 -0.050 -22.352 0.0000
O 0.215 -0.733 -21.712 0.0000
H 2.549 -1.856 -20.841 0.0000
H 3.110 -2.004 -22.395 0.0000
H 1.648 -2.889 -21.792 0.0000
H 2.015 0.220 -21.999 0.0000
H 1.478 -1.486 -24.309 0.0000
H 1.938 0.219 -24.203 0.0000
C 3.066 -11.368 -24.251 0.0003
C 3.146 -10.267 -23.283 0.0003
C 1.927 -9.340 -23.215 0.0004
O 1.705 -9.113 -21.830 0.0016
C 2.427 -9.998 -21.128 0.0018
O 2.373 -10.131 -19.870 0.0443
O 3.093 -10.813 -21.989 0.0018
H 2.049 -11.752 -24.333 0.0000
H 3.629 -12.207 -23.841 0.0000
H 3.435 -11.041 -25.223 0.0001
H 4.018 -9.620 -23.375 0.0000
H 1.048 -9.626 -23.791 0.0000
H 2.177 -8.395 -23.697 0.0002
C 5.766 -12.664 -21.044 0.0001
C 5.219 -13.453 -19.826 0.0000
C 5.892 -14.808 -19.776 0.0001
O 6.493 -14.770 -18.442 0.0004
C 6.207 -13.579 -17.837 0.0001
O 6.387 -13.330 -16.675 0.0010
O 5.588 -12.804 -18.618 0.0013
H 6.809 -12.383 -20.900 0.0000
H 5.344 -11.659 -21.085 0.0001
H 5.590 -13.084 -22.034 0.0000
H 4.155 -13.580 -20.029 0.0000
H 6.714 -14.897 -20.487 0.0000
H 5.329 -15.716 -19.989 0.0000
C 5.994 -4.391 -20.439 0.0001
C 4.919 -5.434 -20.199 -0.0001
C 4.125 -5.709 -21.399 0.0000
O 4.012 -7.099 -21.520 -0.0001
C 4.964 -7.677 -20.917 -0.0001
O 5.338 -8.854 -21.098 0.0002
O 5.577 -6.721 -20.161 0.0001
H 6.360 -4.448 -21.464 0.0000
H 6.804 -4.510 -19.719 0.0000
H 5.739 -3.335 -20.348 0.0000
H 4.395 -5.266 -19.258 -0.0001
H 4.500 -5.382 -22.368 0.0000
H 3.151 -5.258 -21.207 0.0000
C 4.527 -0.496 -24.897 0.0000
C 5.973 -0.984 -24.607 0.0000
C 6.049 -1.531 -23.287 0.0000
O 6.515 -2.902 -23.427 0.0000
C 6.519 -3.259 -24.739 0.0000
O 6.783 -4.365 -25.144 0.0000
O 6.260 -2.141 -25.464 0.0000
H 4.424 -0.336 -25.971 0.0000
H 4.244 0.405 -24.352 0.0000
H 3.753 -1.205 -24.604 0.0000
H 6.719 -0.213 -24.796 0.0000
H 5.112 -1.467 -22.733 0.0000
H 6.807 -1.006 -22.707 0.0000